one.
{
  "formula": "C4H2ClO2",
  "method": "the ωB97M-V functional and the def2-TZVPD basis",
  "total_charge": -1,
  "e_homo_ev": -3.914,
  "orbital_gap_ev": 7.8,
  "lumo_ha": 0.142,
  "symbols": ["O", "C", "C", "C", "O", "C", "Cl", "H", "H"],
  "coordinates": [[-0.386, -2.236, 0.029], [-0.300, -1.015, -0.083], [-0.990, 0.004, -0.745], [-0.151, 1.086, -0.067], [-0.134, 2.301, 0.020], [0.675, -0.017, 0.596], [2.353, -0.114, -0.042], [-1.843, 0.017, -1.394], [0.775, -0.027, 1.685]]
}

two.
{
  "formula": "C4H2ClO2",
  "method": "the ωB97M-V functional and the def2-TZVPD basis",
  "total_charge": -1,
  "e_homo_ev": -4.124,
  "orbital_gap_ev": 8.0,
  "lumo_ha": 0.141,
  "symbols": ["O", "C", "C", "C", "O", "C", "Cl", "H", "H"],
  "coordinates": [[-0.480, 2.046, 1.645], [0.011, 0.799, 0.553], [0.898, 0.646, -0.525], [0.482, -0.755, -0.762], [0.683, -1.624, -1.629], [-0.537, -0.579, 0.377], [-2.181, -0.514, -0.313], [1.754, 1.260, -0.672], [-0.630, -1.278, 1.328]]
}

The structure with the most favorable energy is one; the runner-up is 3.624 eV above it.

one.
{
  "formula": "C3H8OSi",
  "method": "the ωB97M-V functional and the def2-TZVPD basis",
  "e_homo_ev": [-8.662, -6.175],
  "orbital_gap_ev": [8.3, 4.4],
  "lumo_ha": [-0.013, -0.064],
  "symbols": ["C", "C", "C", "O", "Si", "H", "H", "H", "H", "H", "H", "H", "H"],
  "coordinates": [[0.582, 2.547, -2.329], [0.188, 1.695, -1.313], [-1.141, -1.183, 1.816], [-0.680, 0.813, -1.380], [-0.517, -1.688, 0.140], [1.202, 3.397, -1.938], [0.336, 2.648, -3.372], [0.610, 1.833, -0.323], [-0.209, -1.081, 2.351], [-1.521, -0.184, 1.723], [-2.057, -1.719, 2.197], [0.921, -2.053, 0.097], [-1.184, -1.778, -1.149]]
}

two.
{
  "formula": "C3H8OSi",
  "method": "the ωB97M-V functional and the def2-TZVPD basis",
  "e_homo_ev": [-9.287, -9.832],
  "orbital_gap_ev": [8.2, 8.6],
  "lumo_ha": [-0.038, -0.047],
  "symbols": ["C", "C", "C", "O", "Si", "H", "H", "H", "H", "H", "H", "H", "H"],
  "coordinates": [[-0.645, -0.107, 1.535], [0.739, 1.364, -0.089], [0.015, 0.141, 0.238], [-0.772, 0.674, 2.471], [-0.517, -0.973, -1.310], [-1.048, -1.161, 1.497], [0.338, 2.212, 0.650], [0.592, 1.596, -1.215], [1.830, 1.181, 0.062], [1.449, -1.073, 1.091], [0.755, -1.917, -1.178], [-0.990, -0.098, -2.453], [-1.747, -1.838, -1.300]]
}

three.
{
  "formula": "C3H8OSi",
  "method": "the ωB97M-V functional and the def2-TZVPD basis",
  "e_homo_ev": [-8.917, -8.916],
  "orbital_gap_ev": [8.4, 8.4],
  "lumo_ha": [-0.020, -0.020],
  "symbols": ["C", "Si", "C", "O", "H", "H", "H", "H", "C", "H", "H", "H", "H"],
  "coordinates": [[0.106, 1.263, 1.402], [-1.444, 0.423, 1.231], [-2.426, -0.786, 0.276], [-2.000, -1.093, 1.764], [-0.060, 2.257, 0.993], [0.610, 1.221, 2.352], [-1.865, -1.427, -0.465], [-3.484, -0.858, 0.221], [2.096, -0.233, -1.579], [2.411, -0.794, -2.347], [1.128, 0.109, -1.759], [2.729, 0.656, -1.459], [2.199, -0.739, -0.629]]
}

The structure with the most favorable energy is three; the runner-up is 1.358 eV above it.

one.
{
  "formula": "C3H7NO3S",
  "method": "the ωB97M-V functional and the def2-TZVPD basis",
  "e_homo_ev": -9.980,
  "orbital_gap_ev": 10.5,
  "lumo_ha": 0.019,
  "symbols": ["C", "C", "C", "N", "O", "O", "O", "S", "H", "H", "H", "H", "H", "H", "H"],
  "coordinates": [[0.636, -1.231, -0.785], [0.386, -0.121, 0.247], [-0.255, 1.043, -0.465], [-0.252, -0.388, 1.458], [3.105, -0.763, 0.951], [2.845, 1.452, -0.286], [1.841, -0.851, -1.333], [2.361, 0.120, 0.082], [0.830, -2.173, -0.255], [-0.264, -1.327, -1.378], [-1.395, 0.949, -0.649], [0.246, 1.244, -1.374], [-0.252, 1.899, 0.107], [-0.214, 0.389, 2.142], [0.049, -1.255, 1.942]]
}

two.
{
  "formula": "C3H7NO3S",
  "method": "the ωB97M-V functional and the def2-TZVPD basis",
  "e_homo_ev": -10.431,
  "orbital_gap_ev": 11.2,
  "lumo_ha": 0.028,
  "symbols": ["C", "S", "O", "O", "O", "H", "H", "H", "H", "C", "N", "C", "H", "H", "H"],
  "coordinates": [[-0.452, -2.224, -1.057], [-1.005, -0.890, 0.068], [-2.384, -1.114, 0.278], [0.056, -0.835, 1.069], [-0.939, 0.376, -0.958], [-0.850, -3.082, -0.438], [-0.999, -1.922, -1.972], [0.642, -2.038, -0.948], [-0.769, 1.232, -0.624], [0.818, 1.497, 1.486], [-0.022, 2.119, 0.783], [1.355, 1.955, 0.224], [1.056, 0.968, 2.401], [2.026, 2.755, 0.300], [1.466, 1.203, -0.612]]
}

The structure with the most favorable energy is one; the runner-up is 1.764 eV above it.